Molecular formula: C4H15N2O
Method: DFT, ωB97M-V with the def2-TZVPD basis set

Atoms and positions in Å:
1 C 0.643 1.369 -1.554
2 O 1.063 2.718 -1.286
3 C -0.698 1.209 -0.891
4 N -1.230 -0.247 -0.948
5 H 1.326 0.650 -1.181
6 H 0.599 1.136 -2.593
7 H 1.485 2.701 -0.443
8 H -0.577 1.478 0.169
9 H -1.408 1.819 -1.469
10 H -0.714 -0.849 -0.170
11 H -1.081 -0.603 -1.881
12 H -2.237 -0.113 -0.874
13 C 1.019 -2.166 0.933
14 N -0.363 -1.764 1.185
15 C -0.412 -0.857 2.347
16 H 1.638 -1.272 0.707
17 H 1.486 -2.637 1.806
18 H 1.089 -2.819 0.116
19 H -0.942 -2.579 1.401
20 H 0.133 -1.272 3.255
21 H -1.449 -0.744 2.652
22 H -0.018 0.110 2.120

Cartesian forces (eV/Å) of the 6 atoms listed first:
C -0.02 0.91 0.79
O -0.71 -1.13 -1.52
C -0.39 -0.55 -0.39
N 0.94 1.97 0.03
H 1.00 -0.69 0.74
H -0.12 0.53 -1.07

Results
F_max   2.184 eV/Å
E_HOMO   -14.078 eV
Charge   +1
Orbital gap   10.9353 eV

Molecular formula: C25H33O7Re
Method: DFT, ωB97M-V with the def2-TZVPD basis set

Atoms and positions in Å:
1 C 3.504 -0.316 -1.261
2 C 3.229 0.634 -0.041
3 C 2.508 -1.507 -1.219
4 C 1.982 -1.526 0.219
5 H 3.068 -2.396 -1.537
6 H 1.694 -1.345 -1.951
7 C 2.054 -0.035 0.670
8 H 2.961 1.617 -0.451
9 H 4.117 0.674 0.607
10 C 0.745 0.499 0.086
11 H 2.022 0.096 1.762
12 H 2.619 -2.209 0.810
13 C 0.476 -1.838 0.269
14 C 3.342 0.355 -2.606
15 C 4.964 -0.748 -1.420
16 O 5.260 -1.909 -1.607
17 O 2.716 1.377 -2.835
18 O 4.010 -0.340 -3.545
19 O 5.939 0.189 -1.352
20 C 5.780 1.634 -1.402
21 H 5.058 2.031 -0.671
22 H 5.527 1.955 -2.419
23 H 6.780 1.994 -1.147
24 C 3.937 0.176 -4.876
25 H 2.897 0.235 -5.216
26 H 4.503 -0.544 -5.462
27 H 4.395 1.171 -4.921
28 O -0.173 -0.605 -0.028
29 H 0.864 0.925 -0.930
30 H 0.293 1.312 0.685
31 C 0.041 -2.312 1.669
32 C -0.047 -2.807 -0.798
33 H 0.666 -3.593 -1.060
34 H -0.357 -2.283 -1.714
35 H -0.939 -3.294 -0.385
36 H -1.061 -2.278 1.779
37 H 0.492 -1.706 2.470
38 H 0.386 -3.341 1.812
39 Re -3.510 1.168 1.095
40 C -3.487 1.450 3.510
41 C -2.216 0.803 3.449
42 C -1.350 1.552 2.624
43 H -1.926 -0.099 3.993
44 C -2.107 2.635 2.041
45 C -3.438 2.627 2.660
46 H -4.156 3.445 2.649
47 H -4.314 1.185 4.163
48 H -0.279 1.378 2.490
49 H -1.674 3.467 1.485
50 C -4.400 0.543 -0.851
51 C -4.895 1.829 -0.460
52 C -3.774 2.714 -0.276
53 H -5.950 2.111 -0.425
54 C -2.578 1.957 -0.586
55 C -2.966 0.618 -0.937
56 H -2.299 -0.176 -1.254
57 H -4.996 -0.287 -1.193
58 H -3.830 3.773 -0.054
59 H -1.562 2.335 -0.650
60 C -4.358 -2.790 2.235
61 C -4.449 -1.314 1.894
62 O -5.480 -0.624 1.960
63 O -3.296 -0.818 1.513
64 H -5.352 -3.178 2.478
65 H -3.675 -2.918 3.085
66 H -3.932 -3.327 1.380

Cartesian forces (eV/Å) of the 6 atoms listed first:
C 0.62 0.79 -0.55
C 0.14 -0.95 -0.36
C 0.49 0.26 -0.35
C 0.15 0.09 -0.13
H -0.38 0.12 0.27
H 0.34 0.05 0.44

Results
F_max   3.071 eV/Å
E_HOMO (alpha / beta)   0.030 / -2.584 eV
Charge   -1
Multiplicity   4
Orbital gap (alpha / beta)   2.1971 / 4.7950 eV

Molecular formula: C4H25N2O9
Method: DFT, ωB97M-V with the def2-TZVPD basis set

Atoms and positions in Å:
1 N -0.476 -1.030 -1.422
2 C 0.519 -0.565 -0.371
3 C 1.954 -0.432 -1.048
4 C 2.506 1.035 -0.864
5 O 1.693 -0.758 -2.299
6 C 0.622 -1.799 0.614
7 N 1.338 -1.746 1.773
8 O 0.035 -2.787 0.261
9 H -0.577 -0.330 -2.254
10 H -1.436 -1.154 -0.914
11 H -0.246 -1.954 -1.794
12 H 0.006 0.235 0.079
13 H 2.779 -1.018 -0.559
14 H 3.505 1.091 -1.470
15 H 2.521 1.511 0.099
16 H 1.761 1.711 -1.418
17 H 1.735 -0.294 -3.101
18 H 1.637 -0.869 2.120
19 H 1.582 -2.622 2.276
20 H 1.296 1.812 1.813
21 H 2.293 1.803 3.042
22 O 1.717 1.262 2.485
23 H -1.460 2.250 3.624
24 H -1.760 1.114 2.598
25 O -1.550 2.094 2.724
26 H -1.080 -1.335 2.698
27 H -2.443 -0.722 2.844
28 O -1.679 -0.781 2.215
29 H -2.423 1.048 -1.114
30 H -1.162 1.688 -0.521
31 O -1.563 1.386 -1.368
32 H -0.586 2.421 1.432
33 H 0.201 3.109 0.262
34 O -0.016 2.276 0.632
35 H -3.576 -1.183 -0.618
36 H -2.856 -0.768 0.772
37 O -3.069 -0.495 -0.131
38 H -0.813 0.656 -4.530
39 H -0.595 0.943 -3.187
40 O -0.310 0.409 -3.848

Cartesian forces (eV/Å) of the 6 atoms listed first:
N -1.72 0.43 0.15
C 0.76 -3.24 0.34
C 0.59 3.68 3.14
C -0.44 0.56 -3.55
O 0.31 -3.51 -1.66
C -0.22 0.84 0.06

Results
F_max   5.616 eV/Å
E_HOMO   -13.100 eV
Charge   +1
Orbital gap   10.2916 eV

Molecular formula: C20H10ClN3O3S3
Method: DFT, ωB97M-V with the def2-TZVPD basis set

Atoms and positions in Å:
1 O 2.476 -0.045 3.379
2 O 0.363 -1.849 -2.756
3 O 1.235 -0.138 0.717
4 S -3.062 -1.362 -0.834
5 Cl 0.570 2.718 -2.325
6 S -1.904 -1.879 1.891
7 S 0.488 -0.318 -5.269
8 C 1.448 -0.477 3.957
9 C 0.060 -0.616 -2.625
10 C 0.280 -0.785 0.885
11 C -1.892 -1.391 0.253
12 C 0.397 0.316 -3.665
13 C 0.519 1.732 -3.698
14 C -0.281 -1.244 2.202
15 C 0.253 -1.208 3.491
16 C 0.924 2.866 -7.817
17 C 0.718 3.872 -6.902
18 C -1.778 -2.758 6.439
19 C -1.077 -2.234 7.524
20 C 0.807 1.582 -7.320
21 C 0.536 3.609 -5.487
22 C -1.390 -2.537 5.127
23 C 0.005 -1.455 7.170
24 C 0.607 1.306 -5.980
25 C 0.517 2.281 -5.054
26 C -0.336 -1.633 4.744
27 C 0.439 -1.198 5.846
28 N 1.436 -0.471 5.303
29 N -0.558 -0.168 -1.453
30 N -0.734 -0.749 -0.122
31 H 1.086 3.064 -8.870
32 H 0.662 4.831 -7.390
33 H -2.702 -3.286 6.498
34 H -1.494 -2.203 8.490
35 H 0.860 0.813 -8.160
36 H 0.345 4.377 -4.692
37 H -2.007 -3.066 4.373
38 H 0.610 -0.775 7.817
39 H 2.298 -0.379 5.749
40 H -0.724 0.856 -1.434

Cartesian forces (eV/Å) of the 6 atoms listed first:
O -3.00 -0.94 0.64
O -1.11 3.86 0.18
O 3.32 0.69 -0.05
S -2.07 -0.96 -0.16
Cl -0.04 0.52 0.49
S 0.40 -0.30 0.79

Results
F_max   6.641 eV/Å
E_HOMO   -8.501 eV
SMILES string   O=C1Nc2ccccc2/C1=C1\SC(=S)N(NC(=O)c2sc3ccccc3c2Cl)C1=O
Orbital gap   6.6562 eV

Number 1: DFT total energy -9411.88397 eV. Number 2: DFT total energy -42919.33727 eV. Number 3: DFT total energy -25955.40236 eV. Number 4: DFT total energy -76540.37397 eV.